Entry from the Open Molecules 2025 dataset: a structure of composition C39H38AsFeGeN4O4 (ωB97M-V with the def2-TZVPD basis set).

```
88
Properties=species:S:1:pos:R:3:forces:R:3:lowdin_spin:R:1
Fe 0.4344 -0.8113 -0.3960 0.2 -0.6 1.0 3.778
O 4.8577 -0.7179 -0.8973 0.5 0.1 0.2 0.002
C 3.6107 -0.6023 -0.5726 -0.8 -0.4 -0.4 0.003
O 2.6775 -1.1909 -1.1174 0.0 0.4 0.0 0.027
C 3.3362 0.3412 0.5503 0.0 0.3 0.3 0.003
C 4.3296 0.9755 1.2940 -0.3 0.1 0.1 0.000
C 3.9338 1.8492 2.3017 0.1 -0.2 -0.1 0.002
C 2.5810 2.0826 2.5044 -0.4 -0.3 -0.3 0.000
C 1.6537 1.4503 1.6676 1.4 -0.2 0.0 0.003
N 2.0361 0.5681 0.7281 -0.2 -0.1 0.0 0.019
C 0.2370 1.8047 1.5551 -1.2 0.1 -0.4 0.002
O -0.3080 2.7949 2.2114 0.2 -0.6 0.1 0.001
O -0.4657 1.2268 0.6988 0.1 0.8 0.3 0.021
H 5.0472 -1.2834 -1.6684 -0.3 0.1 0.1 0.000
H 5.3730 0.7961 1.0888 0.1 0.0 0.0 0.000
H 4.6714 2.3630 2.9022 0.0 0.0 0.1 0.000
H 2.2681 2.7420 3.3005 0.0 0.2 0.0 0.000
H 0.2319 3.2320 2.8921 0.1 0.0 -0.2 0.000
C -2.3593 -1.4475 -5.1975 0.1 0.0 0.3 -0.001
C -3.4109 -1.6630 -4.3104 0.0 0.0 -0.1 0.000
C -3.2049 -1.5966 -2.9488 0.4 0.1 0.4 -0.001
C -1.9183 -1.3040 -2.4520 -0.6 0.1 -1.8 0.005
C -0.8625 -1.0697 -3.3578 -0.4 -0.1 0.7 0.006
C -1.0835 -1.1544 -4.7147 0.0 0.0 -0.2 0.001
N -1.6107 -1.2372 -1.1176 1.1 -0.2 2.6 0.028
N -2.4481 -1.5845 -0.2444 -1.0 0.2 -2.6 0.010
C -2.0844 -1.6937 1.0618 1.0 -0.1 1.9 0.003
C -3.0711 -1.8738 2.0413 0.3 0.1 -0.7 0.004
C -2.6832 -2.0698 3.3546 0.4 0.1 0.1 0.001
C -1.3277 -2.0955 3.6596 -0.2 0.0 -0.2 0.003
C -0.4108 -1.9134 2.6329 0.2 0.0 0.2 0.008
N -0.7619 -1.7047 1.3704 -0.3 0.6 -0.7 0.047
H -2.5331 -1.5039 -6.2621 0.0 0.0 -0.1 0.000
H -4.3965 -1.8878 -4.6898 -0.1 0.0 0.0 0.000
H -4.0147 -1.7615 -2.2556 -0.1 0.0 0.1 0.000
H 0.1271 -0.8370 -2.9595 0.0 0.0 -0.1 0.004
H -0.2804 -0.9850 -5.4146 0.1 0.0 0.0 0.000
H -4.1108 -1.8569 1.7578 -0.1 0.0 -0.1 0.000
H -3.4175 -2.2085 4.1330 -0.1 0.0 0.0 0.000
H -0.9906 -2.2565 4.6704 0.1 -0.1 0.1 0.000
H 0.6548 -1.9496 2.8262 0.0 0.0 0.1 0.001
C 2.5557 -4.3274 0.4053 -0.1 0.0 -0.1 0.013
As 1.0212 -3.6382 -0.5995 -0.1 -0.2 0.0 0.116
C -0.2653 -5.0316 -0.1127 0.1 0.0 -0.2 0.011
C 1.5006 -4.0597 -2.5486 0.1 -0.3 0.1 0.062
C 2.0978 -5.3926 -2.6328 -0.2 0.7 -0.1 0.218
C 1.2997 -6.5285 -2.8787 -0.2 -1.1 -0.2 0.087
C 1.8800 -7.7533 -3.1127 -1.0 0.5 0.1 0.055
C 3.2705 -7.8893 -3.0476 0.1 -0.4 0.0 0.279
C 4.0781 -6.7774 -2.7809 0.3 1.1 0.3 0.059
C 3.4976 -5.5531 -2.5442 1.0 -0.6 -0.1 0.086
H 2.6650 -5.3972 0.2253 0.0 0.1 0.0 0.002
H 2.3718 -4.1844 1.4705 -0.1 0.0 0.0 0.001
H 3.4813 -3.8207 0.1422 0.0 0.1 0.0 0.000
H 0.1600 -6.0257 -0.2479 0.0 0.0 0.0 0.002
H -1.1839 -4.9519 -0.6895 0.0 0.1 -0.1 0.000
H -0.5150 -4.9233 0.9431 0.1 0.1 0.0 0.001
H 2.1908 -3.2731 -2.8534 0.0 0.0 0.2 0.005
H 0.5668 -3.9723 -3.1063 0.0 0.0 0.1 0.006
H 0.2264 -6.4162 -2.9268 -0.1 0.0 0.0 0.001
H 1.2678 -8.6139 -3.3338 -0.1 -0.1 0.0 0.000
H 3.7195 -8.8648 -3.1597 0.1 -0.1 -0.1 0.011
H 5.1519 -6.8891 -2.7452 0.1 0.0 0.0 0.000
H 4.1185 -4.6952 -2.3248 0.0 0.0 0.0 0.001
Ge -1.7421 2.7833 -0.4871 -0.6 0.7 -0.8 0.000
C -1.1138 4.6571 -0.1539 -0.5 -1.9 -0.1 0.000
C -0.1953 5.1453 -1.0780 0.2 -0.1 -0.1 0.000
C 0.1974 6.4735 -0.9970 0.0 -0.1 -0.2 0.000
C -0.3225 7.2879 -0.0039 0.1 0.3 -0.1 0.000
C -1.2318 6.7911 0.9164 -0.2 -0.3 0.1 0.000
C -1.6508 5.4698 0.8351 0.0 0.2 0.3 0.000
C -3.5822 2.0403 -0.4570 1.5 0.6 0.1 0.000
C -4.4075 1.9168 0.6493 -0.2 -0.2 0.2 0.000
C -5.7449 1.6019 0.4546 0.2 0.1 0.2 0.000
C -6.2489 1.4670 -0.8299 -0.2 0.0 -0.1 0.000
C -5.4095 1.5477 -1.9282 0.0 0.1 -0.1 0.000
C -4.0687 1.8366 -1.7454 0.2 -0.1 -0.1 0.000
H -0.9622 2.1877 -1.7152 -0.2 0.2 0.4 0.000
H 0.1985 4.5121 -1.8669 0.0 0.0 0.0 0.000
H 0.9034 6.8623 -1.7173 0.0 0.1 0.0 0.000
H -0.0301 8.3303 0.0407 0.0 -0.1 0.0 0.000
H -1.6301 7.4305 1.6902 -0.1 0.1 0.0 0.000
H -2.3938 5.0989 1.5287 0.0 0.0 0.0 0.000
H -4.0318 2.0492 1.6545 0.0 0.1 0.1 0.000
H -6.3956 1.4932 1.3089 -0.1 0.1 0.0 0.000
H -7.3102 1.3244 -0.9782 0.0 -0.2 0.0 0.000
H -5.7891 1.4146 -2.9295 -0.1 0.0 -0.1 0.000
H -3.4109 1.9207 -2.6025 0.0 0.0 -0.1 0.000
```
Forces are in eV/Å.

Values from the calculation:
LUMO level (alpha / beta) ... -11.41 / -13.29 eV
2S+1 ... 6
Highest occupied orbital energy (alpha / beta) ... -17.88 / -17.88 eV
Charge ... +4

Entry from the Open Molecules 2025 dataset: a structure of composition C39H38Br2IrN7O2P2S (ωB97M-V with the def2-TZVPD basis set).

```
92
Properties=species:S:1:pos:R:3:forces:R:3:lowdin_spin:R:1
Ir -0.5439 -0.5111 0.8676 -1.5 -2.7 3.6 0.065
C -1.0425 0.9503 6.2286 -0.3 0.1 0.1 0.000
C 0.0361 0.3126 5.4629 0.2 -0.1 0.2 0.000
N 1.1678 -0.1195 5.9083 -0.5 0.4 1.1 0.000
N 1.8437 -0.6085 4.8621 -0.6 0.0 -1.3 0.000
C 1.1513 -0.4892 3.7207 -0.3 0.1 0.5 -0.001
S 1.6689 -0.8987 2.1757 -1.0 0.4 -2.1 -0.002
N -0.0256 0.1027 4.0899 1.1 -0.5 0.0 0.000
N -1.0764 0.3719 3.2232 0.0 -0.2 -1.8 -0.002
H -0.7023 1.1608 7.2381 0.0 0.0 0.0 0.000
H -1.9162 0.3024 6.2863 -0.1 -0.1 0.0 0.000
H -1.3490 1.8818 5.7568 0.0 0.2 0.0 0.000
H 2.7631 -1.0123 4.9909 -0.1 0.0 0.0 0.000
H -1.9004 -0.1662 3.4936 0.1 -0.2 -0.1 0.000
H -1.3207 1.3648 3.2248 0.2 0.0 0.0 0.000
Br -0.9052 -5.0588 3.3631 -0.3 -0.1 -0.1 0.019
C -2.2698 -4.3883 2.2517 0.7 1.4 -0.1 0.047
C -3.3613 -5.1527 1.8870 -0.6 0.1 -0.4 -0.002
C -4.3188 -4.6470 1.0180 0.1 -0.1 0.1 0.064
Br -5.7591 -5.7619 0.5299 0.2 0.3 0.1 0.035
C -4.1914 -3.3331 0.4639 0.0 -0.3 0.2 0.004
C -5.0959 -2.7583 -0.4479 0.1 0.3 0.0 0.008
C -4.8438 -1.4989 -0.9438 0.0 -0.3 0.1 0.002
C -3.6804 -0.8311 -0.5545 -0.1 0.3 -0.1 0.003
N -2.8287 -1.3344 0.3171 1.4 1.5 -0.2 0.008
C -3.0694 -2.5507 0.8336 0.7 -1.1 1.0 0.011
C -2.0849 -3.0491 1.7843 -2.5 -2.3 -1.0 0.034
O -1.1141 -2.3513 2.1506 2.7 2.9 -0.5 0.072
H -3.4596 -6.1565 2.2759 0.0 0.0 0.0 -0.001
H -5.9750 -3.3048 -0.7531 -0.1 -0.1 0.0 0.001
H -5.5246 -1.0293 -1.6352 0.0 0.1 -0.1 0.000
H -3.4435 0.1399 -0.9671 0.0 0.1 0.0 0.000
C -0.3925 0.6034 -2.4236 0.4 -0.2 0.1 0.033
C -0.7678 1.8899 -1.6860 0.1 -0.3 0.3 -0.001
P -0.2880 1.7828 0.0982 0.3 0.0 -0.5 -0.003
C -1.3694 3.0128 0.9024 -0.1 -0.8 0.3 0.000
C -2.6615 2.6048 1.2378 0.1 -0.1 -0.1 0.000
C -3.5589 3.5036 1.7822 -0.2 -0.1 0.1 0.000
C -3.1686 4.8133 2.0212 0.1 -0.1 0.0 0.000
C -1.8769 5.2147 1.7191 -0.1 0.0 0.0 0.000
C -0.9748 4.3236 1.1616 0.2 -0.1 -0.1 0.000
C 1.3463 2.5487 0.3160 -0.1 -0.5 0.2 0.007
C 2.1104 3.1266 -0.6897 -0.3 0.1 0.0 0.004
C 3.3192 3.7279 -0.3791 0.1 0.1 0.0 -0.001
C 3.7679 3.7732 0.9283 0.0 0.0 -0.1 0.003
C 2.9994 3.2179 1.9398 0.0 -0.1 0.1 0.000
C 1.8033 2.6008 1.6347 0.0 0.0 -0.1 0.002
P 1.3426 0.1167 -2.0023 0.3 -0.2 -1.4 0.311
C 1.7533 -1.5190 -2.6892 -0.1 0.1 0.4 0.054
C 2.8993 -2.1535 -2.2188 -0.1 0.1 0.0 0.010
C 3.3524 -3.3076 -2.8324 0.0 0.0 0.0 0.001
C 2.6547 -3.8404 -3.9077 0.0 0.0 0.1 0.012
C 1.4919 -3.2258 -4.3473 -0.1 0.0 -0.1 0.004
C 1.0244 -2.0752 -3.7354 0.1 0.1 0.0 0.020
C 2.4476 1.1580 -3.0116 -0.2 -0.1 0.4 0.058
C 3.8231 1.0448 -2.8008 -0.1 -0.1 0.0 0.025
C 4.7106 1.7337 -3.6030 0.0 0.1 0.0 0.001
C 4.2358 2.5707 -4.6059 -0.1 -0.1 0.1 0.038
C 2.8671 2.7007 -4.8032 -0.1 0.1 -0.1 0.006
C 1.9703 2.0203 -4.0020 0.0 -0.2 0.1 0.027
H -0.5209 0.6999 -3.5047 0.0 0.0 0.1 0.007
H -1.0115 -0.2220 -2.0627 0.0 0.0 -0.2 -0.001
H -1.8515 2.0323 -1.7125 0.1 0.1 0.0 0.000
H -0.3138 2.7808 -2.1253 0.0 0.0 0.1 0.000
H -2.9499 1.5749 1.0582 -0.2 -0.1 0.0 0.000
H -4.5607 3.1837 2.0200 -0.1 0.0 0.0 0.000
H -3.8689 5.5150 2.4450 -0.1 0.1 0.1 0.000
H -1.5708 6.2300 1.9144 0.1 0.1 0.0 0.000
H 0.0241 4.6582 0.9264 0.1 0.0 0.0 0.000
H 1.7773 3.1427 -1.7146 0.0 0.0 0.0 0.000
H 3.9072 4.1788 -1.1616 0.1 0.1 -0.1 0.000
H 4.7058 4.2476 1.1667 0.1 0.1 0.0 0.000
H 3.3350 3.2778 2.9623 0.0 0.0 0.2 0.000
H 1.1966 2.1723 2.4224 0.0 0.0 0.1 0.000
H 3.4411 -1.7327 -1.3837 0.1 0.0 0.1 0.002
H 4.2577 -3.7746 -2.4788 0.1 -0.1 0.0 0.000
H 3.0176 -4.7256 -4.4086 0.0 -0.1 0.0 0.001
H 0.9479 -3.6399 -5.1824 0.0 0.0 -0.1 0.001
H 0.1290 -1.5955 -4.0976 -0.1 0.0 -0.1 0.001
H 4.1937 0.4174 -2.0041 0.1 -0.1 0.0 0.002
H 5.7711 1.6244 -3.4434 0.1 0.0 0.0 -0.001
H 4.9232 3.1257 -5.2259 0.1 0.0 -0.1 0.002
H 2.4863 3.3306 -5.5924 0.0 0.1 -0.1 0.000
H 0.9122 2.1363 -4.1801 -0.1 0.0 -0.1 0.001
N 0.7314 -3.8551 -0.0687 0.1 0.2 0.1 0.000
C -0.1223 -3.2957 -0.9299 0.4 -1.5 0.3 0.001
N -0.7126 -4.0996 -1.8333 -0.1 0.3 0.0 0.001
O -0.3934 -2.0786 -0.9102 -0.6 2.6 0.9 0.010
H 0.9998 -4.8214 -0.1314 0.0 -0.1 0.1 0.000
H 1.1470 -3.2821 0.6485 -0.1 -0.1 0.0 0.000
H -0.4174 -5.0501 -1.9721 0.1 -0.1 0.1 0.000
H -1.2999 -3.6982 -2.5461 0.1 0.1 0.1 0.000
```
Forces are in eV/Å.

Values from the calculation:
LUMO level (alpha / beta) ... -10.15 / -11.40 eV
2S+1 ... 2
Highest occupied orbital energy (alpha / beta) ... -14.67 / -13.66 eV
Charge ... +3

For reference, strongest force on any atom by record: 2.8; 4.7 eV/A.
For reference, ΔE to the lowest compared entry with this formula, charge and spin by record: 141.39; 579.93 kJ/mol.